No. 1
C52H91N13O8P2V2 | ωB97M-V/def2-TZVPD

```
168
Properties=species:S:1:pos:R:3:lowdin_charge:R:1
H -4.664 1.821 -3.073 0.06
C -6.419 -0.899 -3.206 -0.13
O -0.716 0.604 0.291 -0.47
C 3.020 -2.917 -1.797 -0.24
H 2.861 -3.959 -3.696 0.09
C -2.408 1.865 -2.806 -0.25
C -4.940 2.034 2.449 -0.09
H 3.490 -4.939 -2.429 0.10
H -1.908 -1.810 -4.229 0.08
C -3.653 -0.430 5.936 -0.10
H 2.050 0.558 -3.244 0.10
H 1.194 3.039 -2.045 0.07
H 0.884 5.725 -0.667 0.11
H 6.586 3.617 2.852 0.07
H 3.798 -2.172 4.296 0.10
H -8.568 -1.085 -0.114 0.06
H -4.346 2.539 3.211 0.06
H -2.514 1.315 -1.871 0.05
H -0.175 1.505 -3.015 0.08
N 5.427 -0.476 0.206 0.17
H 5.077 6.313 2.259 0.08
C -1.122 1.415 -3.548 -0.15
H -2.174 -2.058 6.311 0.09
H -4.342 -3.677 -2.848 0.09
H 2.439 5.566 5.001 0.12
H -5.069 -2.318 0.608 0.09
H 3.091 -2.458 0.388 0.04
C 1.004 -3.664 2.837 -0.15
H -4.381 -0.142 5.178 0.05
N -3.053 -1.096 -1.378 0.19
H 3.749 1.838 -6.040 0.06
C -1.619 -3.788 -3.920 -0.24
H 3.308 -4.106 -0.020 0.07
H 6.687 1.901 2.530 0.07
C 3.234 -0.521 3.260 -0.16
H 1.784 -5.417 1.827 0.11
H -5.908 -0.156 -2.594 0.05
H 6.860 3.018 0.442 0.12
H 2.983 -4.436 2.567 0.08
C 4.416 5.838 2.984 -0.09
C 1.387 4.763 -0.759 -0.18
H -5.967 2.253 2.740 0.06
H -5.385 -3.108 -1.608 0.09
H 4.042 -2.571 -1.954 0.10
H -3.288 2.865 -0.539 0.10
H 5.526 4.068 0.808 0.07
C -0.663 -2.521 -5.892 -0.25
H 5.146 2.550 2.906 0.07
N 1.436 3.400 2.906 0.17
C 4.890 2.095 0.289 -0.20
C 3.542 2.472 -5.178 -0.09
H 5.327 -0.411 5.774 0.07
H 4.171 3.341 -5.369 0.06
C 2.746 -3.219 -0.312 -0.10
C 4.203 -1.619 3.448 -0.17
C -5.436 -1.656 1.391 -0.18
H 1.142 -3.014 1.973 0.09
N -1.368 3.046 1.930 0.14
H 4.922 1.676 -3.669 0.11
C 6.068 2.785 2.374 -0.12
C 1.138 -2.880 4.099 -0.24
C 0.742 4.026 -1.945 -0.22
H 3.198 7.460 3.820 0.10
C 0.241 -3.703 -6.269 -0.11
C -3.821 -1.826 -1.858 -0.15
H -0.025 -4.021 2.800 0.09
N 2.453 0.342 3.116 0.18
O -3.301 -4.420 -0.416 -0.42
H 4.995 0.859 4.623 0.06
C -4.742 2.609 0.986 -0.20
H -3.574 -2.576 5.472 0.09
C 1.994 -4.861 2.741 -0.23
H -3.806 2.285 -4.499 0.07
H -5.016 -1.901 -4.426 0.09
H -4.605 -0.975 1.573 0.08
N 0.522 -5.436 -2.086 0.20
H -4.929 3.683 0.981 0.10
H -2.892 -1.372 3.320 0.09
P 0.674 0.253 -0.230 -0.05
C 2.743 -4.172 -2.633 -0.19
C 2.809 5.070 -0.916 -0.23
C 1.966 -5.812 3.943 -0.11
H -3.733 0.592 -3.795 0.06
C -2.180 -1.564 4.123 -0.15
H 1.675 -3.328 -0.139 0.07
H -3.256 1.243 0.234 0.10
C -1.086 -2.507 -4.392 -0.18
H -7.511 -2.503 -0.192 0.07
H -0.238 -2.124 -3.824 0.11
O 0.673 -0.705 0.916 -0.40
C 1.742 4.424 3.387 -0.15
C -5.711 -2.158 -3.627 -0.23
N 3.926 5.259 -1.042 0.16
N 3.202 -1.271 -5.455 0.14
C -3.725 1.665 -3.606 -0.09
C 2.033 5.705 3.999 -0.18
H -0.237 -1.558 -6.176 0.09
N -2.068 -4.793 -3.549 0.19
H -6.310 -0.258 0.040 0.08
H 2.304 -2.175 -2.150 0.07
H 0.592 4.064 -4.114 0.03
N -5.902 -2.968 3.646 0.13
C 5.183 0.675 0.230 -0.19
N -0.762 0.639 3.712 0.14
H -1.586 -2.640 -6.460 0.09
H -6.719 -0.389 -4.121 0.07
H -7.287 -1.099 -2.577 0.06
H -4.174 -0.528 6.888 0.06
C 3.844 1.773 -3.801 -0.23
H 1.235 4.300 0.216 0.09
H 4.123 -2.305 2.605 0.11
H -4.763 0.973 2.624 0.05
H -0.390 -4.590 -6.336 0.07
H 2.503 2.801 -5.194 0.05
H 2.813 -6.489 4.049 0.05
H -2.979 0.426 5.969 0.05
H 1.951 5.028 -3.490 0.06
H -5.529 2.271 0.312 0.09
H 1.144 -6.521 3.832 0.07
H -1.256 0.349 -3.734 0.09
H -2.409 2.902 -2.469 0.08
H -0.296 3.795 -1.705 0.10
C -1.401 -0.328 3.934 -0.14
C -2.866 -1.749 5.526 -0.19
C 3.182 -0.465 -4.575 -0.21
H 0.669 -3.571 -7.263 0.06
C 3.071 6.545 3.241 -0.24
H -6.414 -2.896 -4.015 0.11
C 1.459 -4.851 -2.339 -0.23
H 1.083 6.234 4.061 0.12
C -3.335 2.317 0.402 -0.17
C -0.949 1.997 -4.925 -0.22
H 5.016 5.732 3.887 0.08
V 0.558 1.382 1.876 0.69
H 5.956 -0.745 2.870 0.08
H 3.494 2.482 -3.051 0.08
H 1.064 -3.860 -5.571 0.06
C -5.733 -2.370 2.648 -0.20
N -0.808 2.458 -5.975 0.12
C 5.635 -0.003 4.811 -0.12
V -1.049 -1.446 -0.121 0.70
C 3.112 0.487 -3.481 -0.19
P -2.155 -3.823 0.426 -0.08
H 4.209 4.844 2.588 0.04
C -7.845 -1.682 0.442 -0.10
C -4.815 -2.769 -2.474 -0.14
O 0.414 -0.578 -1.522 -0.36
H 6.647 0.324 5.050 0.07
H -8.404 -2.141 1.257 0.06
H -1.597 -2.466 3.934 0.11
H -6.833 -0.076 1.700 0.09
H 2.594 6.923 2.337 0.10
H 1.878 -5.320 4.912 0.06
O -2.263 -2.459 1.184 -0.47
C -6.656 -0.810 0.913 -0.24
O 1.516 1.509 0.067 -0.40
H 3.512 0.073 -2.555 0.11
H 6.228 -1.904 4.239 0.11
O -1.227 -3.489 -0.741 -0.47
C 5.872 3.038 0.902 -0.27
C -2.255 2.685 1.278 -0.20
C 0.910 4.751 -3.329 -0.08
H 0.274 5.627 -3.453 0.07
H 3.907 2.273 0.723 0.10
C 5.580 -1.139 3.814 -0.26
O -1.339 -5.053 0.882 -0.44
H 4.830 2.368 -0.765 0.10
N 1.272 -2.277 5.065 0.14
```

## Properties
**Strongest force on any atom**: 7.753 eV/Å
**⟨S²⟩**: 12.01
**Spin multiplicity**: 7
**Net charge**: -2
**Total energy**: -161109.0786 eV
**HOMO level (alpha / beta)**: 0.0143 / 0.0058 Ha
**HOMO-LUMO gap (alpha / beta)**: 2.451 / 2.677 eV

No. 2
C23H14AuCl2F6N5O7S2 | ωB97M-V/def2-TZVPD

```
60
Properties=species:S:1:pos:R:3:nbo_charge:R:1
C 1.324 -1.073 -3.265 -0.07
C 2.175 -0.743 3.244 0.18
C 1.115 -4.123 0.942 -0.75
C -0.386 -0.477 -5.575 -0.24
O -3.648 2.489 0.734 -0.92
F -0.352 2.057 3.974 -0.32
H -0.650 -1.444 5.730 0.25
C -0.352 -3.755 0.865 0.77
C -3.269 0.820 -7.524 0.27
O -2.550 2.050 -1.432 -0.97
O -1.218 -4.590 0.846 -0.57
C -2.039 0.379 -4.040 -0.24
H 2.696 -1.651 -1.634 0.25
F -2.943 5.391 0.250 -0.30
H 1.682 -3.692 0.115 0.22
H -1.023 -1.572 3.242 0.26
Cl 4.257 -0.235 6.625 0.03
C -2.993 4.546 -0.771 0.73
C -0.811 -0.220 -4.278 0.24
H -3.800 1.194 -4.929 0.24
C 2.475 -0.681 4.614 -0.12
H -1.224 -0.157 -1.469 0.28
O 0.826 2.225 1.529 -0.93
C 3.803 -0.337 4.959 -0.04
C -1.310 2.276 3.061 0.72
H 1.207 -5.205 0.914 0.25
N -1.203 3.101 0.419 -1.21
N 0.917 -1.082 2.828 -0.47
O -1.009 0.680 1.021 -1.03
H 5.731 0.197 4.249 0.25
C -0.294 -0.527 -1.873 0.25
F -1.771 3.508 3.217 -0.30
C 4.718 -0.069 3.982 -0.20
C -2.430 0.465 -6.413 -0.17
N -3.935 1.103 -8.416 -0.28
O 2.709 -0.483 0.946 -0.70
C 0.169 -1.250 5.053 -0.26
H 1.618 -0.896 6.578 0.24
C 4.371 -0.112 2.618 -0.09
C 3.094 -0.435 2.212 0.28
H -0.871 -0.333 -7.653 0.24
C 1.422 -0.949 5.516 -0.07
O -0.691 -2.460 0.836 -0.74
C -1.196 -0.134 -6.642 -0.14
H 1.558 -3.754 1.870 0.22
F -2.130 4.936 -1.705 -0.31
S -0.582 2.033 1.354 2.25
S -2.634 2.824 -0.220 2.25
C -2.846 0.720 -5.110 -0.12
Cl 5.565 0.252 1.435 0.05
H 1.836 -1.204 -4.198 0.24
C 1.749 -1.301 -2.003 -0.05
C -0.063 -1.316 3.672 0.11
N 0.033 -0.584 -3.177 -0.34
Au 0.772 -1.081 0.845 1.55
N 0.723 -0.964 -1.152 -0.51
F -2.291 1.408 3.290 -0.31
F -4.222 4.565 -1.288 -0.31
H 0.563 -0.950 -5.775 0.22
H -2.372 0.618 -3.041 0.27
```

## Properties
**Strongest force on any atom**: 1.401 eV/Å
**ΔE to the lowest compared entry with this formula, charge and spin**: 0.672 eV
**Total energy**: -112572.1932 eV
**HOMO level**: -0.3299 Ha
**HOMO-LUMO gap**: 7.107 eV

No. 3
C19H20FNO3S | ωB97M-V/def2-TZVPD

```
45
Properties=species:S:1:pos:R:3:nbo_charge:R:1
C 2.843 0.031 0.120 0.03
H -4.289 -1.699 -0.749 0.25
C 5.588 -0.549 0.224 -0.29
H 4.982 -2.461 0.950 0.22
C -0.127 1.975 -1.086 -0.42
O 0.145 -1.006 1.631 -0.59
H -4.085 2.822 1.966 0.24
O -2.810 -3.398 -0.067 -0.62
C 3.781 0.986 -0.258 -0.25
H 0.531 0.049 -1.927 0.22
H -3.860 -0.859 -2.264 0.21
H 3.487 1.969 -0.594 0.22
N -2.281 -1.412 -1.008 -0.61
H -0.577 3.039 0.775 0.22
C -0.319 2.038 0.433 -0.41
C -3.827 0.391 -0.545 -0.22
H 1.777 1.273 -1.871 0.22
H -1.534 -0.780 -1.253 0.41
H 0.246 2.931 -1.452 0.21
H 2.599 -1.964 0.874 0.21
O 0.315 -1.688 -0.494 -0.53
F 6.016 1.626 -0.577 -0.33
C -4.033 2.672 -0.218 -0.26
H -4.120 3.705 -0.502 0.23
H -0.162 -3.622 -0.869 0.22
C -3.917 1.611 -1.143 -0.26
C 4.653 -1.492 0.607 -0.18
H 1.768 2.331 0.929 0.20
H -1.068 1.773 -1.598 0.21
S -3.870 0.533 1.182 0.45
C 5.126 0.682 -0.202 0.39
C -1.988 -2.578 -0.406 0.66
H -0.342 -3.132 0.841 0.24
C 0.921 0.872 -1.331 -0.39
H 0.932 1.220 2.030 0.24
C 3.299 -1.207 0.557 -0.23
C 1.010 1.551 0.996 -0.38
C -0.487 -2.822 -0.200 -0.18
H -1.113 1.359 0.746 0.21
H -3.915 1.749 -2.210 0.22
C -3.639 -0.939 -1.194 -0.26
C 0.544 -0.826 0.513 0.84
C -4.018 2.241 1.068 -0.40
H 6.647 -0.749 0.254 0.23
C 1.370 0.378 0.065 -0.21
```

## Properties
**Strongest force on any atom**: 0.672 eV/Å
**Total energy**: -41213.8876 eV
**HOMO level**: -0.3330 Ha
**SMILES string**: O=C(COC(=O)C1(c2cccc(F)c2)CCCC1)NCc1cccs1
**HOMO-LUMO gap**: 9.703 eV

No. 4
C3H5NO2S | ωB97M-V/def2-TZVPD

```
12
Properties=species:S:1:pos:R:3:nbo_charge:R:1
C -1.667 1.917 0.876 -0.28
N 0.320 -0.891 -0.371 -0.66
H -2.356 2.406 0.153 0.20
H 1.636 -2.992 -1.233 0.15
O -0.348 1.378 0.236 -0.52
C 2.491 -2.239 -1.063 0.28
H -1.463 -0.360 -0.035 0.15
H -1.562 2.895 1.692 0.23
S 1.871 -0.530 -0.626 0.38
O 3.650 -2.517 -0.910 -0.51
C -0.491 0.065 -0.091 0.39
H -2.081 0.869 1.373 0.21
```

## Properties
**Strongest force on any atom**: 4.063 eV/Å
**ΔE to the lowest compared entry with this formula, charge and spin**: 3.350 eV
**Total energy**: -19609.1608 eV
**HOMO level**: -0.3185 Ha
**SMILES string**: CO/C=N\SC=O
**HOMO-LUMO gap**: 9.302 eV

No. 5
C23H39N6O5 | ωB97M-V/def2-TZVPD

```
73
Properties=species:S:1:pos:R:3:lowdin_charge:R:1
C -47.035 -14.156 -24.362 -0.04
H -52.479 -15.477 -25.819 0.07
C -47.856 -15.489 -24.518 -0.01
H -46.495 -13.116 -22.415 0.09
H -51.742 -17.902 -27.661 0.14
H -55.703 -14.458 -22.155 0.10
H -57.852 -19.050 -27.908 0.16
H -49.027 -18.913 -21.411 0.24
C -54.373 -14.071 -27.910 0.01
C -51.291 -15.751 -27.827 -0.41
H -49.917 -15.981 -29.336 0.05
C -48.157 -14.590 -22.230 -0.06
H -54.442 -13.412 -30.511 0.12
H -50.799 -12.332 -32.524 0.13
C -48.050 -13.436 -30.663 -0.02
O -54.196 -15.194 -24.004 -0.03
H -47.763 -11.800 -29.253 -0.03
H -49.908 -10.579 -30.275 0.06
C -51.512 -15.617 -26.355 -0.03
N -57.851 -16.937 -26.906 -0.40
H -49.059 -16.369 -27.773 0.15
H -50.342 -17.302 -20.149 0.08
C -49.803 -15.691 -28.356 0.04
H -49.061 -14.123 -32.178 -0.03
O -58.214 -16.437 -25.819 0.06
C -53.461 -17.055 -28.603 -0.25
C -53.346 -14.595 -29.006 -0.40
H -51.055 -14.782 -25.785 0.11
C -52.018 -17.346 -22.055 -0.05
N -54.951 -16.057 -23.386 -0.39
H -52.722 -13.905 -30.891 0.06
H -59.215 -18.095 -27.940 0.08
N -49.135 -13.513 -31.639 0.01
H -51.064 -16.599 -25.749 0.15
H -56.798 -15.308 -23.270 0.07
C -53.759 -16.029 -29.449 -0.19
C -50.783 -17.580 -21.091 -0.07
H -54.211 -13.092 -27.522 0.08
C -50.001 -12.433 -31.706 -0.10
N -50.012 -18.485 -21.868 -0.11
H -46.608 -13.594 -25.145 0.05
N -52.015 -14.614 -28.389 0.07
C -47.190 -13.793 -22.942 -0.14
C -48.249 -12.102 -29.969 0.01
C -49.557 -11.538 -30.605 -0.05
H -55.454 -14.042 -28.272 0.12
H -47.313 -14.177 -30.440 0.09
H -53.856 -17.921 -28.960 0.10
H -54.989 -15.929 -29.692 0.20
C -58.417 -18.216 -27.258 0.01
C -50.460 -18.943 -23.053 -0.10
H -53.919 -17.127 -27.549 0.16
H -49.452 -14.777 -28.404 0.01
H -48.271 -16.036 -25.205 -0.01
H -49.966 -19.671 -23.410 0.02
H -54.444 -14.694 -27.031 0.06
O -51.486 -13.408 -28.220 0.18
O -56.939 -16.509 -27.661 0.02
H -52.750 -16.468 -21.987 0.07
C -51.931 -17.096 -28.429 -0.07
H -58.735 -18.629 -26.316 0.09
H -53.048 -12.675 -30.213 0.06
O -54.658 -17.217 -23.278 0.06
N -48.320 -15.723 -23.136 0.01
H -53.326 -16.224 -30.530 0.17
C -51.777 -18.180 -23.316 -0.05
C -56.032 -15.422 -22.534 0.07
H -52.375 -18.068 -24.144 0.01
H -56.304 -16.292 -21.835 0.13
C -53.430 -13.621 -30.182 -0.01
H -51.525 -17.466 -29.318 0.10
H -48.849 -16.370 -22.782 0.00
H -48.577 -14.682 -21.231 0.09
```

## Properties
**Strongest force on any atom**: 16.872 eV/Å
**Net charge**: +1
**ΔE to the lowest compared entry with this formula, charge and spin**: 2.470 eV
**Total energy**: -43633.2908 eV
**HOMO level**: -0.3574 Ha
**HOMO-LUMO gap**: 3.711 eV

No. 6
C44H69BMoN3O5P2 | ωB97M-V/def2-TZVPD

```
125
Properties=species:S:1:pos:R:3:lowdin_charge:R:1
H 1.038 -4.203 4.459 0.08
C 1.029 -6.432 1.214 -0.11
H -0.647 -1.095 -5.271 0.10
H -4.314 -0.799 -2.949 0.07
C -0.106 2.308 2.949 -0.10
H 3.352 -4.068 -0.678 0.12
C -1.440 -1.429 -2.566 -0.28
C 2.559 -3.367 -0.393 -0.37
C 0.084 0.142 -3.674 -0.18
C 1.263 1.695 -5.611 -0.11
H 1.247 3.369 -2.251 0.05
C -2.971 3.086 3.335 -0.10
C 1.011 1.461 2.346 -0.61
P -2.154 -1.564 -0.865 1.09
H -1.396 4.619 3.052 0.11
C 1.582 -4.209 0.412 -0.17
C -3.030 1.020 -1.222 -0.10
H -0.561 -3.791 -0.966 0.04
H 0.038 3.136 -1.033 0.07
H -1.117 1.962 4.889 0.15
C -1.497 -4.215 -1.307 -0.09
H -0.198 -3.266 5.339 0.08
H 2.572 5.561 1.683 0.08
C 0.816 1.279 -3.292 -0.17
H -4.796 -1.248 0.705 0.07
H -2.957 -3.563 3.033 0.06
H 0.090 5.269 -1.123 0.08
H 2.402 6.643 -1.921 0.08
H -0.397 -6.497 2.807 0.10
C 2.694 5.598 -1.767 -0.09
H 1.205 -2.083 -1.517 0.03
C 0.513 -3.661 1.181 -0.28
H -1.598 -5.195 -0.832 0.10
H 4.573 0.475 -0.358 0.08
C 0.706 5.568 -0.274 -0.12
H 3.057 0.710 0.522 0.05
H -5.356 0.237 -1.985 0.08
H -3.983 3.142 2.933 0.11
H 4.440 2.601 1.607 0.08
H 5.207 2.067 -2.084 0.08
C -1.983 3.906 2.471 -0.10
C 0.121 -5.864 2.093 -0.07
H 0.249 5.176 0.638 0.06
H 1.975 2.949 -4.025 0.08
C -3.606 -0.371 -0.910 -0.67
H 2.295 5.028 -2.608 0.06
H 2.841 6.916 0.571 0.08
H 4.913 3.789 -1.878 0.06
H -1.076 -2.402 -2.899 0.09
N 0.786 1.403 -1.899 0.02
O -0.181 -0.541 3.086 -0.13
C -3.788 -3.635 -2.028 -0.10
H 4.036 -1.808 -0.118 0.07
N 0.118 -2.376 0.980 -0.17
H 1.732 2.302 -6.375 0.09
C 4.437 2.809 -1.850 -0.08
C -0.851 -4.012 3.403 -0.35
C -1.063 1.523 3.894 -0.09
C 1.406 2.063 -4.272 -0.03
H -3.485 -0.197 1.266 0.05
H -0.655 3.011 0.917 0.11
H -2.470 -3.838 1.134 0.04
H -3.644 -4.842 0.291 0.09
C -0.795 0.018 4.051 -0.61
H -4.931 0.506 0.545 0.09
H 1.600 -3.603 -2.327 0.08
C 0.534 0.573 -5.975 -0.12
P 2.184 3.256 -0.013 1.18
C 4.845 2.841 0.622 -0.10
C 3.599 0.975 -0.386 -0.12
C -4.236 -0.338 0.487 -0.09
H -3.798 -4.714 -2.207 0.09
C -3.264 -3.820 0.396 -0.09
C -1.094 2.800 1.886 -0.27
H -2.227 -1.121 -3.267 0.09
Mo -0.328 -0.648 0.750 1.42
H -1.860 -2.231 2.617 0.03
H 0.678 6.661 -0.218 0.08
H -4.077 -3.196 0.772 0.07
H 0.436 0.309 -7.020 0.09
C 2.000 -2.804 -1.697 -0.06
C -0.071 -0.219 -5.000 -0.02
C 1.004 2.757 -1.385 -0.27
H 3.043 0.591 -1.240 0.08
H 1.191 -7.503 1.194 0.08
H -3.578 -3.149 -2.983 0.07
H 5.138 3.891 0.607 0.05
H 0.385 3.136 3.463 0.15
H -2.498 4.455 1.682 0.11
O 0.702 0.994 1.135 -0.35
O 2.101 1.342 2.844 0.08
C 0.228 -3.476 4.356 -0.06
H -2.581 1.065 -2.218 0.09
H 3.779 5.554 -1.819 0.06
H -4.790 -3.354 -1.707 0.06
C -2.037 -3.045 3.316 -0.09
H -1.256 -4.925 3.854 0.11
H -3.857 1.737 -1.190 0.09
H 3.696 2.763 -2.649 0.06
H 3.678 -2.728 1.353 0.09
H 5.753 2.248 0.472 0.08
C 1.787 -5.581 0.426 -0.07
C 2.169 5.115 -0.412 -0.70
H -1.423 -4.375 -2.384 0.08
C -2.407 1.677 3.157 -0.25
O -1.235 -0.516 5.069 0.02
H -2.188 -2.586 4.292 0.07
H 0.629 -2.537 3.975 0.07
C -2.728 -3.356 -0.952 -0.65
N -0.407 -0.442 -2.530 -0.07
C -0.130 -4.495 2.145 -0.16
B 0.051 0.247 -1.339 -0.45
H -2.998 3.390 4.381 0.11
H 2.547 -1.514 0.779 0.05
C 3.238 -2.290 0.455 -0.06
H 4.013 5.606 0.669 0.06
H -5.328 -1.490 -1.675 0.06
C 2.949 5.833 0.695 -0.12
H 2.580 -5.983 -0.197 0.10
H 2.787 -2.292 -2.259 0.08
C 3.837 2.493 -0.482 -0.68
H -3.102 0.859 3.336 0.16
O -2.007 1.688 1.772 -0.12
C -4.705 -0.640 -1.942 -0.09
H -2.289 1.337 -0.492 0.04
```

## Properties
**Strongest force on any atom**: 0.967 eV/Å
**⟨S²⟩**: 2.04
**Spin multiplicity**: 3
**Net charge**: -1
**ΔE to the lowest compared entry with this formula, charge and spin**: 0.344 eV
**Total energy**: -82570.3548 eV
**HOMO level (alpha / beta)**: -0.1171 / -0.1685 Ha
**HOMO-LUMO gap (alpha / beta)**: 5.521 / 6.917 eV